ORCA calculation (the ωB97M-V functional and the def2-TZVPD basis) on a 13-piece molecular cluster, C72H160B5F20N8 overall.

Last column: Mulliken charge in e.
Element x y z (Å)
C -0.2522 -0.9876 -2.4235  -0.04
C 0.9791 -0.1678 -2.0292  0.80
C 1.7613 -0.9671 -1.0011  0.05
N 3.0800 -0.2341 -0.5125  1.02
C 3.9462 -1.2934 0.2648  -0.91
C 5.4003 -0.8310 0.6184  -0.29
C 6.1212 -0.3020 -0.6867  -1.26
C 5.2625 0.7786 -1.3269  -0.18
C 3.8929 0.2461 -1.7210  0.49
C 2.6969 0.8791 0.4482  -0.37
H -1.1221 -0.9632 -1.7671  -0.57
H 0.1046 -2.0003 -2.6113  0.15
H -0.5976 -0.6715 -3.4078  -0.35
H 0.6937 0.8758 -1.8968  0.35
H 1.5739 -0.1178 -2.9413  0.20
H 2.1983 -1.8456 -1.4758  -0.14
H 1.2680 -1.1222 -0.0416  -0.34
H 3.9677 -2.1926 -0.3510  0.62
H 3.4675 -1.4867 1.2248  0.22
H 5.9635 -1.6850 0.9947  0.63
H 5.4374 -0.0086 1.3328  -0.30
H 6.5459 -1.0509 -1.3552  0.35
H 7.0493 0.1733 -0.3690  0.64
H 5.7785 1.2256 -2.1766  0.60
H 5.1506 1.5965 -0.6152  -0.19
H 3.9209 -0.6167 -2.3865  -0.24
H 3.3062 1.0140 -2.2251  -0.40
H 2.0897 0.3532 1.1849  -0.34
H 2.2986 1.7695 -0.0382  -0.15
H 3.5485 1.1904 1.0532  0.66
C 7.5053 4.2150 3.9146  -1.51
C 6.0647 4.5829 4.3508  -0.44
C 5.0479 3.6987 3.5856  -0.25
N 3.6365 3.6802 4.2740  0.30
C 3.3253 5.1856 4.5587  -0.54
C 1.8114 5.3686 4.9708  -1.43
C 0.8359 4.8873 3.8568  -0.60
C 1.1369 3.3820 3.6509  0.95
C 2.6346 3.0846 3.2570  1.59
C 3.7321 2.8780 5.6339  -0.77
H 8.2205 4.8421 4.4468  0.39
H 7.8014 4.3684 2.8768  0.37
H 7.7865 3.1722 4.0612  0.37
H 6.0227 5.6279 4.0436  0.28
H 5.9189 4.5559 5.4307  0.36
H 5.2170 2.6257 3.4959  0.39
H 5.0106 4.2149 2.6263  0.18
H 3.5255 5.6974 3.6174  0.38
H 3.9997 5.5878 5.3146  0.64
H 1.6673 6.4211 5.2147  0.57
H 1.6685 4.8892 5.9392  0.37
H 0.9892 5.4439 2.9323  0.32
H -0.2004 4.9792 4.1820  0.53
H 0.5655 3.0096 2.8006  -0.68
H 0.8287 2.6503 4.3977  -0.58
H 2.8748 3.4804 2.2702  -1.19
H 2.8598 2.0265 3.1237  -0.14
H 3.8662 1.8443 5.3153  0.23
H 2.7855 2.9807 6.1646  0.19
H 4.5100 3.2585 6.2958  0.50
C 4.1098 -5.4835 2.2101  -1.30
C 2.8924 -6.2761 1.6790  -0.51
C 1.8701 -5.3006 0.9628  -0.21
N 0.7641 -5.9110 0.0822  1.15
C -0.4040 -4.9237 -0.0411  0.13
C -1.3784 -5.2942 -1.2097  -0.25
C -0.6258 -5.5688 -2.4882  -0.07
C 0.4582 -6.6178 -2.3518  -1.06
C 1.4851 -6.2339 -1.2773  -0.84
C 0.1988 -7.2066 0.7009  -1.06
H 3.7432 -4.8020 2.9777  0.32
H 4.6616 -4.8903 1.4809  0.30
H 4.8540 -6.1201 2.6887  0.41
H 2.5396 -7.0157 2.3977  0.36
H 3.2241 -6.9280 0.8709  0.41
H 2.3994 -4.5474 0.3792  -0.24
H 1.4838 -4.7680 1.8318  0.41
H -0.1124 -3.9077 -0.3073  -0.86
H -0.8164 -4.7092 0.9448  0.59
H -2.0840 -4.4644 -1.2506  -0.23
H -2.0120 -6.1482 -0.9703  0.51
H -0.1389 -4.6557 -2.8305  -0.31
H -1.3917 -5.8686 -3.2035  0.48
H 0.9746 -6.7485 -3.3028  0.61
H 0.0368 -7.5751 -2.0451  0.34
H 1.9812 -5.3251 -1.6180  0.45
H 2.1340 -7.0790 -1.0474  0.50
H -0.7831 -7.4023 0.2702  0.37
H 0.0965 -6.9576 1.7571  0.38
H 0.8783 -8.0499 0.5770  0.30
C -1.4393 7.5796 -1.3280  -1.52
C -1.0577 6.6935 -2.5643  0.41
C 0.2753 7.0940 -3.1987  -0.66
N 0.9490 6.1103 -4.1864  0.22
C 2.3544 6.7229 -4.4995  -0.56
C 3.3398 5.7751 -5.3360  -0.93
C 3.4717 4.4243 -4.6431  -0.56
C 2.0638 3.7999 -4.3813  -0.11
C 1.1317 4.7029 -3.5953  0.01
C 0.1940 6.0129 -5.5019  -0.83
H -2.3379 7.1482 -0.8870  0.42
H -1.6006 8.6220 -1.6028  0.40
H -0.6809 7.5393 -0.5461  0.34
H -1.8176 6.7625 -3.3428  0.40
H -1.1836 5.6479 -2.2830  -0.35
H 1.0711 7.1161 -2.4542  0.22
H 0.3227 8.0908 -3.6373  0.60
H 2.7674 6.8731 -3.5020  0.43
H 2.1326 7.6903 -4.9501  0.42
H 4.3115 6.2683 -5.3647  0.51
H 3.0513 5.6205 -6.3757  0.32
H 4.0605 4.4642 -3.7267  0.31
H 3.9346 3.6552 -5.2614  0.24
H 2.1787 2.8131 -3.9328  -0.15
H 1.5568 3.6982 -5.3408  0.26
H 1.4531 4.7319 -2.5542  0.09
H 0.1435 4.2529 -3.4990  -0.08
H -0.4960 5.1786 -5.3759  0.33
H 0.9145 5.7192 -6.2653  0.37
H -0.2282 6.9694 -5.8101  0.36
C 4.1074 1.2088 -6.8076  -1.18
C 2.7018 0.5893 -7.2765  0.20
C 2.4255 -0.8957 -6.8963  0.24
N 1.0474 -1.5196 -7.2782  0.48
C 0.9715 -3.0013 -6.8504  -0.21
C -0.4785 -3.5907 -7.0090  -1.26
C -1.4858 -2.7170 -6.2848  0.03
C -1.4518 -1.2560 -6.7558  -0.59
C -0.0248 -0.6683 -6.6241  -0.61
C 0.8912 -1.4742 -8.8328  -0.98
H 4.9110 0.8183 -7.4320  0.50
H 4.2008 1.0719 -5.7303  0.10
H 4.1475 2.2914 -6.9285  0.40
H 2.5924 0.7402 -8.3504  0.33
H 1.9185 1.1797 -6.8011  -0.22
H 2.4136 -1.0393 -5.8159  -0.69
H 3.2771 -1.4745 -7.2539  0.56
H 1.2447 -3.0087 -5.7953  0.04
H 1.6833 -3.3650 -7.5915  0.59
H -0.6034 -4.5948 -6.6037  0.47
H -0.6949 -3.7283 -8.0684  0.41
H -1.2468 -2.7242 -5.2214  -0.25
H -2.5104 -3.0841 -6.3450  0.58
H -2.1745 -0.6897 -6.1684  0.20
H -1.7766 -1.1694 -7.7927  0.47
H 0.2969 -0.5002 -5.5963  -0.03
H -0.0147 0.2907 -7.1421  0.47
H 0.4065 -0.5048 -8.9488  0.41
H 0.2217 -2.1572 -9.3557  0.36
H 1.8481 -1.5202 -9.3526  0.31
C -5.4169 -0.4395 8.3903  -1.20
C -4.1917 0.1753 7.7233  -0.26
C -3.2214 -0.8535 6.9390  -0.60
N -2.0178 -0.1890 6.1600  0.65
C -1.0852 0.4246 7.2463  -1.26
C 0.1297 1.0682 6.6214  -0.19
C 1.0016 0.0737 5.7767  -0.38
C 0.0933 -0.5807 4.7056  1.21
C -1.1824 -1.2065 5.2961  -0.43
C -2.5108 0.9236 5.2135  -0.41
H -5.0364 -0.9750 9.2601  0.37
H -5.7718 -1.2763 7.7886  0.21
H -6.1336 0.3038 8.7393  0.37
H -3.5342 0.4332 8.5536  0.28
H -4.3825 1.0364 7.0829  0.36
H -3.6957 -1.5329 6.2309  0.17
H -2.7327 -1.4766 7.6880  0.50
H -0.9250 -0.3693 7.9759  0.49
H -1.6534 1.1711 7.8013  0.48
H 0.6848 1.4020 7.4980  0.50
H -0.1334 1.9350 6.0152  0.13
H 1.2963 -0.7900 6.3727  0.84
H 1.9120 0.4915 5.3471  -0.73
H 0.7270 -1.3788 4.3188  0.74
H -0.2151 0.1085 3.9194  -1.13
H -1.0114 -2.0548 5.9588  0.51
H -1.8861 -1.5910 4.5577  -0.31
H -3.3164 0.5074 4.6086  0.48
H -1.6696 1.4285 4.7386  -0.41
H -2.9091 1.7513 5.8004  0.40
C -3.8076 -1.5447 -2.9541  -1.43
C -3.6907 -0.0836 -2.5367  1.00
C -4.1072 0.2280 -1.1637  0.23
N -3.6720 1.6098 -0.6175  0.76
C -4.2819 1.7605 0.8791  -0.16
C -3.6741 2.9594 1.6787  -1.22
C -2.0602 2.9628 1.7371  0.61
C -1.5413 2.7191 0.2996  -0.48
C -2.1087 1.5749 -0.4639  0.99
C -4.1412 2.7503 -1.5297  -0.94
H -3.2244 -2.1790 -2.2865  -0.03
H -3.4388 -1.6773 -3.9712  0.22
H -4.8130 -1.9530 -2.8510  0.55
H -4.3080 0.4777 -3.2380  0.56
H -2.6878 0.2436 -2.8110  -0.96
H -3.7491 -0.5214 -0.4579  -1.02
H -5.1799 0.1913 -0.9737  0.84
H -4.2063 0.7865 1.3624  -0.28
H -5.3450 1.9693 0.7593  0.56
H -4.1130 2.9347 2.6761  0.56
H -4.2151 3.7323 1.1328  0.42
H -1.7374 2.1622 2.4026  -0.94
H -1.6895 3.8952 2.1630  0.56
H -0.4606 2.5777 0.3112  -0.21
H -1.6432 3.6380 -0.2778  0.19
H -1.8082 0.6920 0.1003  -0.18
H -1.8559 1.6825 -1.5188  -0.15
H -3.7723 2.7284 -2.5552  0.20
H -3.7654 3.6680 -1.0772  0.49
H -5.2284 2.6983 -1.4731  0.30
C -7.0618 -6.0836 -0.6975  -1.21
C -7.0410 -4.8916 0.3907  -0.54
C -5.6800 -4.7746 1.2330  -0.73
N -5.6611 -3.6181 2.2270  0.51
C -7.0106 -3.4525 3.0333  -0.90
C -7.2700 -4.6995 3.8417  -0.64
C -6.2328 -4.9104 4.8937  -0.78
C -4.8058 -4.7815 4.3312  -0.93
C -4.4821 -3.7848 3.2196  0.02
C -5.4387 -2.1849 1.5859  -1.41
H -8.0952 -6.3817 -0.8745  0.35
H -6.4418 -6.8737 -0.2739  0.36
H -6.6467 -5.7690 -1.6549  0.32
H -7.8502 -4.8196 1.1175  0.40
H -7.2156 -3.9996 -0.2110  0.32
H -4.7977 -4.5676 0.6274  0.27
H -5.5496 -5.6190 1.9099  0.68
H -7.8063 -3.2308 2.3222  0.59
H -6.8279 -2.5522 3.6201  0.56
H -7.3741 -5.6480 3.3149  0.29
H -8.1879 -4.5015 4.3951  0.46
H -6.3180 -5.8575 5.4265  0.40
H -6.3161 -4.1640 5.6835  0.19
H -4.5437 -5.7767 3.9723  0.46
H -4.1051 -4.5881 5.1435  0.51
H -3.5560 -3.9724 2.6762  0.16
H -4.3150 -2.8967 3.8292  -0.02
H -5.2482 -1.3192 2.2201  0.45
H -6.2188 -1.8806 0.8881  0.57
H -4.5071 -2.0939 1.0274  0.16
B -1.3433 2.5203 -5.0139  -0.42
F -1.9661 3.6767 -4.6611  -0.39
F -0.6991 2.0990 -3.9159  0.60
F -2.2975 1.5478 -5.3439  -0.30
F -0.6239 2.8222 -6.1026  -0.32
B 3.4834 4.9169 -0.1343  -0.08
F 3.0762 5.8493 -1.0705  -0.13
F 2.3931 4.0803 0.1025  -0.35
F 4.5177 4.2115 -0.6349  -0.34
F 3.8931 5.5604 1.0318  -0.19
B -1.4469 -1.6060 1.5412  -1.09
F -1.1665 -2.5919 2.4125  -0.08
F -2.5788 -0.9230 2.0786  -0.04
F -0.4497 -0.7121 1.4841  0.00
F -1.7367 -2.0271 0.3206  0.14
B 4.3349 -0.8343 4.2281  -0.26
F 5.2098 0.1632 4.0286  -0.27
F 3.9144 -0.5984 5.5303  -0.31
F 3.2512 -0.5869 3.4247  0.36
F 4.7736 -2.1907 4.1850  -0.38
B 3.8765 -3.1003 -3.8422  -0.15
F 4.2937 -3.1394 -5.1869  -0.38
F 3.4777 -4.3747 -3.4129  -0.32
F 4.8501 -2.6494 -3.0097  -0.20
F 2.7824 -2.3264 -3.7069  -0.07

Cartesian forces (eV/Å) of the 6 atoms listed first:
0.15 -0.09 -0.83
-0.43 -0.41 -0.87
2.09 1.78 0.80
0.49 -0.15 0.15
0.46 0.87 0.47
-0.04 0.28 -2.57

Results
LUMO level in eV: -5.61
Gap between HOMO and LUMO in Eh: 0.363
Net charge: +3
HOMO level in eV: -15.4824